Here is a molecular structure, C31H35AsClFeO4PSSbSe from the Open Molecules 2025 dataset. Energies are from ωB97M-V with the def2-TZVPD basis set.

Summary:
multiplicity	6
energy	-240658.818	eV
energy relative to the best compared isomer or geometry (same formula, charge and spin)	0.0	kcal per mole
HOMO-LUMO gap (spin up / spin down)	5.4 / 5.9	eV
total charge	-2

Geometry as XYZ:
```
77
Properties=species:S:1:pos:R:3:forces:R:3:mulliken_spin:R:1
Fe 3.34784 1.22366 -1.38799 0.698 0.176 0.053 3.78
C -0.34856 -2.02342 -5.42930 0.001 0.007 -0.096 0.00
Sb 1.34092 -1.53187 -4.15589 0.031 -0.001 0.116 0.01
C 2.77191 -2.39055 -5.51188 -0.009 0.002 -0.033 0.01
C 1.48024 0.47818 -4.88589 -0.005 0.044 0.017 0.00
H -0.17859 -1.65467 -6.44308 -0.013 -0.009 0.008 0.00
H -1.25751 -1.56608 -5.03367 0.021 -0.017 -0.003 0.00
H -0.48939 -3.10580 -5.46381 -0.007 0.030 0.007 0.00
H 2.57824 -2.03527 -6.52555 0.000 0.004 0.009 0.00
H 2.69589 -3.47839 -5.48823 0.005 0.009 0.003 0.00
H 3.77404 -2.09880 -5.20000 -0.035 -0.012 0.005 0.00
H 1.88861 0.47089 -5.89762 0.001 0.010 0.011 0.00
H 2.11588 1.08192 -4.23561 -0.061 -0.034 -0.073 0.01
H 0.47726 0.90852 -4.90976 0.025 0.020 0.024 0.00
S 4.49637 -0.41804 -2.85951 -0.061 -0.063 0.096 0.55
C 3.98661 -0.70580 -1.25559 -0.284 -0.441 0.079 0.13
O 3.55256 5.17395 -0.84053 -0.045 0.086 0.042 0.00
Se 4.04440 3.91097 -1.72608 0.091 -0.078 0.083 0.00
O 2.71285 2.97235 -2.18899 -0.364 -0.134 -0.150 0.05
O 4.76839 2.72381 -0.79504 -0.136 0.068 -0.060 0.05
O 4.92831 4.34840 -3.00301 -0.007 -0.039 -0.037 0.00
C -0.90866 1.24041 -0.28462 -0.049 0.082 0.102 0.02
C -1.53008 1.50631 1.08088 0.026 -0.045 -0.087 0.00
As -3.49025 1.62677 0.99104 0.025 0.012 -0.021 0.00
C -3.84989 1.32842 2.89140 -0.022 0.009 0.025 0.00
C -2.92508 1.64092 3.87995 0.043 0.021 0.171 0.00
C -3.22874 1.44978 5.22606 0.082 0.041 -0.102 0.00
C -4.46242 0.94294 5.59867 -0.008 0.000 -0.037 0.00
C -5.39450 0.63057 4.61810 -0.032 -0.007 -0.157 0.00
C -5.08964 0.82734 3.27655 -0.118 -0.066 0.161 0.00
C -3.78745 -0.21728 0.40855 0.000 -0.031 0.001 0.00
C -3.16867 -1.29916 1.02940 0.029 -0.155 0.022 0.00
C -3.34718 -2.58872 0.54502 0.028 0.125 0.075 0.00
C -4.15191 -2.81185 -0.56491 0.013 0.032 0.013 0.00
C -4.77566 -1.74284 -1.18670 -0.015 0.122 0.005 0.00
C -4.58999 -0.45043 -0.70043 -0.071 -0.084 -0.111 0.00
P 0.83758 0.63216 -0.26731 0.233 -0.061 -0.248 -0.05
C 0.60860 -0.92491 0.66993 0.000 0.009 0.099 -0.08
C 0.46451 -2.09160 -0.07527 -0.030 -0.131 -0.049 0.02
C 0.22255 -3.31164 0.54777 0.022 0.116 -0.084 0.00
C 0.12895 -3.37992 1.92822 0.029 0.057 0.033 0.00
C 0.28896 -2.22566 2.68609 0.024 0.074 -0.067 0.00
C 0.53293 -1.00864 2.06090 -0.046 -0.092 0.076 0.02
C 1.69932 1.73467 0.90127 0.111 -0.147 0.092 0.05
C 1.49745 3.11282 0.84432 0.028 0.036 0.051 0.01
C 2.33850 3.97572 1.53003 -0.027 -0.048 0.052 0.01
C 3.38767 3.46986 2.28423 -0.059 0.019 -0.017 -0.01
C 3.60646 2.10300 2.33833 0.037 -0.015 0.032 0.00
C 2.77853 1.23631 1.64359 -0.096 0.063 -0.049 0.01
H -0.94708 2.12687 -0.92101 0.019 0.025 -0.010 0.00
H -1.44030 0.44999 -0.82350 -0.052 0.007 0.009 0.00
H -1.13597 2.43327 1.49635 -0.011 0.030 0.021 0.00
H -1.29039 0.70144 1.77776 -0.003 0.041 -0.031 0.00
H -1.95241 2.03062 3.60927 0.028 0.008 0.032 0.00
H -2.49194 1.69370 5.98141 0.013 0.005 -0.015 0.00
H -4.69677 0.78886 6.64435 -0.002 -0.003 0.006 0.00
H -6.36108 0.22904 4.89789 -0.003 -0.002 -0.013 0.00
H -5.82102 0.57133 2.51740 -0.020 -0.009 0.014 0.00
H -2.52751 -1.14323 1.89084 -0.006 -0.022 -0.019 0.00
H -2.83738 -3.41316 1.02507 0.015 -0.007 0.017 0.00
H -4.27905 -3.81565 -0.95007 -0.004 -0.008 -0.002 0.00
H -5.39649 -1.90883 -2.05844 -0.004 0.015 -0.006 0.00
H -5.06661 0.38671 -1.19831 -0.007 -0.013 -0.016 0.00
H 0.57012 -2.04657 -1.15443 0.006 -0.010 0.035 0.01
H 0.13316 -4.21017 -0.05000 0.004 0.003 -0.011 0.00
H -0.03599 -4.33191 2.41774 -0.006 -0.007 0.005 0.00
H 0.24360 -2.27612 3.76699 0.002 0.012 0.010 0.00
H 0.68858 -0.11947 2.66063 -0.010 -0.021 0.003 0.01
H 0.73129 3.52242 0.19742 -0.002 0.031 -0.013 0.00
H 2.21951 5.04271 1.41357 -0.017 -0.006 -0.008 0.00
H 4.06889 4.14979 2.77927 0.005 -0.003 0.005 0.00
H 4.45478 1.70290 2.87930 -0.005 0.011 -0.008 0.00
H 2.99636 0.17608 1.64483 0.011 -0.037 -0.005 -0.01
Cl 6.08541 -3.42538 0.61766 0.029 -0.082 0.066 0.08
C 3.94971 -1.98446 -0.71437 -0.049 0.516 -0.188 0.30
H 3.62662 -2.15254 0.30264 0.034 -0.007 0.043 0.03
H 4.13378 -2.86757 -1.31430 0.034 -0.027 -0.006 -0.01
```
Forces are in eV/Å.